Computed, not measured: a cluster of 2 separate species, C4H6N2O3S in total in a non-equilibrium geometry, with ωB97M-V/def2-TZVPD.

XYZ file:
```
16
Properties=species:S:1:pos:R:3:forces:R:3
C -1.439 0.315 -2.104 2.11 -0.52 0.98
C -0.318 -0.392 -2.395 -1.05 -0.94 -2.62
C -0.156 0.271 -0.414 -0.11 0.07 1.37
C 0.495 0.476 0.854 -2.91 -2.67 0.14
N -1.341 0.754 -0.819 1.27 0.09 0.90
N -0.325 1.097 1.788 0.06 2.93 -2.14
O 0.065 -1.715 2.025 0.50 -0.36 0.02
O 2.260 -1.520 0.829 1.49 -1.39 -1.58
O 0.489 -0.472 -1.342 0.29 0.39 0.05
S 1.439 -0.814 1.743 -2.05 1.48 1.08
H -2.215 0.512 -2.753 -1.57 0.47 -0.97
H -0.105 -0.909 -3.347 0.33 0.28 1.03
H 1.588 1.706 0.450 1.12 1.63 -0.18
H 0.206 1.406 2.612 -0.55 0.22 -0.29
H -0.858 1.892 1.213 1.05 -1.93 2.19
H 0.215 -2.606 1.659 0.01 0.24 0.01
```
Forces are in eV/Å.

Computed properties:
LUMO level (alpha / beta) (eV): 0.73 / -2.49
E_tot (eV): -24196.2871
HOMO energy (alpha / beta) (eV): -6.116 / -9.265
M (g/mol): 162.2
Expectation value of S²: 2.017
Spin multiplicity: 3

---

Computed, not measured: a cluster of 2 separate species, C4H6N2O4 in total in a non-equilibrium geometry, with ωB97M-V/def2-TZVPD.

XYZ file:
```
16
Properties=species:S:1:pos:R:3:forces:R:3
N 1.202 1.915 0.737 1.08 -0.66 -1.87
C -0.102 1.967 1.596 -2.42 -0.26 1.51
O -0.117 2.897 2.386 0.71 -0.12 -0.67
O -0.864 1.040 1.330 0.90 0.39 -0.45
H 1.651 2.829 0.688 -0.08 -0.07 0.13
H 1.857 1.242 1.143 -0.13 0.17 0.20
H 1.016 1.528 -0.233 -0.04 0.55 1.17
O 0.350 0.283 -1.548 -0.37 -0.11 0.67
C -0.151 -0.805 -0.891 0.22 -0.64 -0.96
C -1.208 -1.644 -1.103 0.14 0.47 -0.15
C -0.853 -2.768 -0.313 -0.03 0.16 0.49
N 0.278 -2.597 0.323 -0.50 -0.41 -0.02
O 0.727 -1.343 -0.056 0.12 0.50 -0.28
H -0.291 0.628 -2.181 -0.14 -0.14 0.11
H -2.078 -1.486 -1.729 0.29 -0.08 0.19
H -1.417 -3.685 -0.150 0.25 0.27 -0.08
```
Forces are in eV/Å.

Computed properties:
SMILES: [NH3+]C(=O)[O-].Oc1ccno1
LUMO level (eV): -0.02
E_tot (eV): -15413.7222
HOMO energy (eV): -9.481
M (g/mol): 146.1

---

It is found that the energy relative to the best compared isomer or geometry (same formula, charge and spin) values, taken in the order of the records, are 354.2; 249.8 kJ/mol.